Entry from OMol25: a molecular structure, C5H14N2 in a non-equilibrium geometry (ωB97M-V/def2-TZVPD).

Cartesian coordinates (Å):
1 C 2.4733 0.8291 1.2937
2 C 2.0728 -0.0663 0.1584
3 N 0.7755 0.4157 -0.4022
4 C 0.1477 -0.5674 -1.1085
5 C -1.4152 -0.1523 -1.2856
6 N -1.9744 0.4745 -0.0968
7 C -2.1467 -0.4152 1.1118
8 H 3.4326 0.5113 1.8759
9 H 2.6313 1.9330 1.0444
10 H 1.6774 0.7844 1.9781
11 H 2.6697 -0.0405 -0.7535
12 H 1.9393 -1.1774 0.4521
13 H 0.2808 -1.5345 -0.3566
14 H 0.4072 -0.9327 -2.1991
15 H 0.2407 -2.3697 -0.3611
16 H -1.9844 -1.1553 -1.6147
17 H -1.5616 0.6162 -2.1241
18 H -1.3102 1.2190 0.2185
19 H -1.2846 -0.8085 1.6154
20 H -2.9195 -1.2168 0.8728
21 H -2.6176 0.1721 1.8256

Results
- Molecular weight: 102.181 g/mol
- Relative energy (zero: lowest compared OMol25 entry of this formula, charge and spin): 141.2 kcal per mole
- HOMO-LUMO gap: 8.02 eV

***

Entry from OMol25: a single C3H6S2 molecule in a non-equilibrium geometry (ωB97M-V/def2-TZVPD).

Cartesian coordinates (Å):
1 C -0.5864 -1.2582 -1.1732
2 C -0.2446 0.5639 1.0812
3 C 0.9548 1.2993 0.4289
4 H 0.1880 -0.9023 -1.7961
5 H -1.4153 -1.5631 -1.7668
6 H -0.3411 -1.8851 -0.3061
7 H -0.7801 1.1441 1.7808
8 H 0.1573 -0.3341 1.5458
9 H 0.8604 2.1933 -0.1811
10 S -1.2671 0.0628 -0.2324
11 S 2.4739 0.6793 0.6190

Results
- Molecular weight: 106.215 g/mol
- Relative energy (zero: lowest compared OMol25 entry of this formula, charge and spin): 35.1 kcal per mole
- HOMO-LUMO gap: 8.27 eV
- SMILES: CSCC=S

***

Entry from OMol25: a single C2H3ClO2 molecule (ωB97M-V/def2-TZVPD).

Cartesian coordinates (Å):
1 C 0.3325 0.8625 1.0137
2 C -0.2133 -0.5865 -0.7268
3 O 0.9497 1.5884 0.2965
4 O -0.2937 -0.2498 0.6449
5 Cl -1.1564 -2.0524 -0.9663
6 H 0.1897 1.0024 2.0958
7 H -0.6342 0.2147 -1.3437
8 H 0.8257 -0.7794 -1.0142

Results
- Molecular weight: 94.497 g/mol
- Relative energy (zero: lowest compared OMol25 entry of this formula, charge and spin): 5.4 kcal per mole
- HOMO-LUMO gap: 11.93 eV
- SMILES: O=COCCl

***

Entry from OMol25: a molecular structure, C24H44CdCl3F3N8O6P2S2Si (ωB97M-V/def2-TZVPD).

Cartesian coordinates (Å):
1 Cd -0.7484 -1.0963 -0.5941
2 F 3.7953 -4.2812 -1.0522
3 C 2.8643 -5.1338 -0.5892
4 F 2.2106 -5.6304 -1.6470
5 F 3.5389 -6.1635 -0.0349
6 C 1.9407 -4.4863 0.4097
7 C 1.8806 -4.9800 1.6941
8 C 1.0342 -4.3859 2.6223
9 C 0.2792 -3.3149 2.1976
10 N 0.3218 -2.8188 0.9623
11 C 1.1428 -3.3762 0.0443
12 S 1.1559 -2.6540 -1.5167
13 H 2.4920 -5.8265 1.9720
14 H 0.9631 -4.7473 3.6372
15 H -0.4024 -2.8270 2.8822
16 C 1.0157 0.5701 4.3367
17 N 0.2545 1.7104 3.8527
18 C -0.3323 2.5378 4.8943
19 P -0.3544 1.7424 2.3310
20 O 0.3384 0.7578 1.4635
21 O -1.9414 1.4605 2.4780
22 P -2.8828 0.9021 1.2565
23 O -2.0837 0.9565 0.0157
24 N -4.1409 1.9439 1.2405
25 C -4.9079 2.2196 2.4460
26 C -4.7940 2.2989 -0.0148
27 N -3.3620 -0.5732 1.7836
28 C -2.4237 -1.4038 2.5250
29 C -4.7595 -0.9516 1.9395
30 N -0.3160 3.3321 1.9072
31 C 1.0096 3.9009 1.6938
32 C -1.3647 4.0290 1.1777
33 H 1.8540 0.9213 4.9420
34 H 1.4069 0.0085 3.4948
35 H 0.3985 -0.0891 4.9573
36 H 0.4547 2.9339 5.5392
37 H -1.0279 1.9612 5.5125
38 H -0.8678 3.3742 4.4505
39 H -4.3617 1.8871 3.3273
40 H -5.8821 1.7247 2.4243
41 H -5.0714 3.2960 2.5330
42 H -4.1359 2.0659 -0.8473
43 H -5.0116 3.3693 -0.0171
44 H -5.7307 1.7496 -0.1436
45 H -1.3998 -1.1180 2.2881
46 H -2.5579 -2.4475 2.2366
47 H -2.5758 -1.3029 3.6064
48 H -5.3899 -0.3605 1.2805
49 H -5.0949 -0.8318 2.9750
50 H -4.8736 -1.9963 1.6476
51 H 1.7625 3.3303 2.2361
52 H 1.0332 4.9297 2.0590
53 H 1.2654 3.9060 0.6305
54 H -2.3238 3.5369 1.3015
55 H -1.1372 4.0795 0.1081
56 H -1.4471 5.0493 1.5602
57 N 2.9507 -0.1136 0.2535
58 C 3.3110 0.5511 -0.8926
59 C 3.6747 -0.1375 -2.0572
60 C 3.8985 0.5553 -3.2331
61 C 3.8047 1.9424 -3.2592
62 C 3.5604 2.6431 -2.0859
63 C 3.3082 1.9542 -0.9176
64 S 3.8485 2.7941 -4.7994
65 O 4.9737 3.6683 -4.8561
66 O 3.6140 1.8255 -5.8295
67 O 2.5873 3.7406 -4.6847
68 H 2.7127 -1.0895 0.1506
69 H 2.3101 0.3665 0.8690
70 H 3.7029 -1.2192 -2.0480
71 H 4.0985 0.0206 -4.1518
72 H 3.5192 3.7249 -2.1037
73 H 3.0844 2.4962 -0.0074
74 Cl -2.8773 -2.7588 -3.4693
75 Si -2.9579 -2.0205 -1.5228
76 Cl -3.8362 -3.6018 -0.4560
77 Cl -4.5371 -0.6180 -1.6740
78 N 0.3302 1.9767 -4.7976
79 C 0.2319 2.5799 -3.4605
80 C -0.5309 1.7352 -2.4474
81 N 0.0301 0.3762 -2.3748
82 C -0.0591 -0.2514 -3.7072
83 C 0.7067 0.5553 -4.7458
84 H 1.7322 3.2432 -4.7992
85 H -0.5596 2.0676 -5.2751
86 H -0.2111 3.5731 -3.5579
87 H 1.2490 2.7154 -3.0875
88 H -1.5844 1.6369 -2.7258
89 H -0.4998 2.1903 -1.4578
90 H 1.0227 0.4567 -2.1441
91 H -1.1182 -0.3284 -3.9668
92 H 0.3435 -1.2635 -3.6526
93 H 0.5786 0.1271 -5.7403
94 H 1.7706 0.4938 -4.5109

Results
- Molecular weight: 970.599 g/mol
- HOMO-LUMO gap: 8.03 eV

***

Entry from OMol25: a gas-phase ion, C3H4N3S (charge -1) in a non-equilibrium geometry (ωB97M-V/def2-TZVPD).

Cartesian coordinates (Å):
1 C -2.2155 0.2647 -0.1507
2 C -0.0439 0.5130 0.1923
3 C -3.4673 -0.0327 0.0831
4 N -1.2115 0.9753 0.5060
5 N 0.1063 -0.6065 -0.4395
6 N 1.4378 -0.8703 -0.8736
7 S -5.0182 -0.2990 -0.0859
8 H -1.7000 -0.2613 -1.0559
9 H 0.8363 1.0248 0.4830
10 H 1.7652 -1.6983 -0.4472
11 H 1.9609 0.0320 -0.4788

Results
- Charge: -1
- Molecular weight: 114.153 g/mol
- Relative energy (zero: lowest compared OMol25 entry of this formula, charge and spin): 83.4 kcal per mole
- HOMO-LUMO gap: 5.93 eV

***

Entry from OMol25: 12 unconnected molecules or ions with the total composition C91H210N20O11P4 in a non-equilibrium geometry (ωB97M-V/def2-TZVPD).

Cartesian coordinates (Å):
1 C 1.7248 4.2309 4.2218
2 C 1.7999 4.1896 5.7523
3 C 0.9959 5.3766 6.3326
4 C -0.5379 5.1808 6.1950
5 C -0.8350 3.9035 6.9571
6 C -0.2216 2.6825 6.3812
7 N 1.2518 2.9127 6.3952
8 O 1.9349 1.7520 5.7669
9 C -0.5350 1.4882 7.3663
10 C -0.6914 2.2883 4.9908
11 C 3.2531 4.3186 6.2516
12 H 1.6905 3.2567 3.7581
13 H 2.5089 4.8641 3.7935
14 H 0.8043 4.7427 3.9484
15 H 1.1973 5.4083 7.3924
16 H 1.3806 6.2477 5.7650
17 H -0.7803 5.1523 5.1552
18 H -1.0316 6.0558 6.6089
19 H -1.9390 3.6631 6.9999
20 H -0.5918 4.0285 7.9710
21 H -0.2723 0.5118 6.8887
22 H -0.2014 1.7649 8.3596
23 H -1.6406 1.4259 7.3431
24 H -1.5768 1.6183 5.0080
25 H -0.9269 3.0720 4.3104
26 H 0.1273 1.6841 4.6507
27 H 3.6193 5.2563 5.7950
28 H 3.9584 3.4903 6.0605
29 H 3.2871 4.5436 7.3568
30 H 2.2970 1.2740 6.5249
31 C -4.1536 4.7122 0.0594
32 C -4.5003 6.0190 0.6911
33 C -5.3931 6.0213 1.9583
34 C -4.7206 5.5177 3.1984
35 C -3.4549 6.3206 3.4484
36 C -2.5115 6.3890 2.2698
37 N -3.2374 6.8307 1.1148
38 O -2.3702 6.9449 -0.0201
39 C -1.3578 7.3388 2.5970
40 C -1.7172 5.0339 2.1476
41 C -5.2270 6.9452 -0.3318
42 H -3.7344 4.9185 -0.9261
43 H -5.0683 4.0511 -0.0513
44 H -3.3530 4.2375 0.6257
45 H -5.5562 7.1113 2.1753
46 H -6.2648 5.4086 1.6147
47 H -4.4799 4.4504 3.2051
48 H -5.3495 5.7155 4.0356
49 H -2.8798 5.8921 4.2250
50 H -3.7774 7.3765 3.7643
51 H -0.5560 7.3999 1.8047
52 H -1.7254 8.3882 2.6962
53 H -0.8546 6.9953 3.5195
54 H -0.9708 5.1011 1.2415
55 H -1.1608 4.8638 3.0758
56 H -2.3477 4.1587 2.1296
57 H -5.3939 7.9105 0.1523
58 H -6.2025 6.6536 -0.6783
59 H -4.7225 7.1680 -1.2600
60 H -2.2091 7.8926 -0.1520
61 C 0.7821 -2.3601 4.5523
62 C 0.0246 -3.5868 4.9766
63 C 0.2105 -3.9077 6.5067
64 C -0.7249 -3.0851 7.3411
65 C -2.1428 -3.3180 6.9295
66 C -2.3619 -2.7408 5.5216
67 N -1.4533 -3.4837 4.6945
68 O -1.6279 -3.1107 3.3007
69 C -3.7603 -3.1476 5.1189
70 C -2.2450 -1.2154 5.5858
71 C 0.5257 -4.7038 4.0978
72 H 0.6386 -2.1028 3.5238
73 H 1.8303 -2.4919 4.6958
74 H 0.6061 -1.5062 5.2050
75 H -0.1596 -4.9750 6.6970
76 H 1.2771 -3.7901 6.6994
77 H -0.3424 -2.0799 7.3962
78 H -0.6125 -3.4692 8.3353
79 H -2.7917 -2.8271 7.6992
80 H -2.4217 -4.3996 6.9619
81 H -4.4972 -2.6730 5.7511
82 H -4.0434 -2.8740 4.1032
83 H -3.7458 -4.2899 5.2115
84 H -2.8724 -0.6948 6.3188
85 H -1.2248 -0.9099 5.7744
86 H -2.4131 -0.8379 4.5781
87 H 1.5994 -4.9491 4.1988
88 H 0.4483 -4.4042 3.0989
89 H 0.0167 -5.6250 4.3476
90 H -1.3873 -2.1821 3.1481
91 C -1.9908 -6.1869 -6.1672
92 C -0.9508 -5.8931 -5.0591
93 C -0.4277 -4.4371 -5.1636
94 C -1.4860 -3.4385 -4.7043
95 C -1.8443 -3.7150 -3.2768
96 C -2.2915 -5.0926 -2.9896
97 N -1.3292 -6.0935 -3.6456
98 O -1.9467 -7.3619 -3.4160
99 C -2.2100 -5.3900 -1.4989
100 C -3.7252 -5.4220 -3.5106
101 C 0.2522 -6.7371 -5.3676
102 H -2.3221 -7.2316 -6.0695
103 H -1.4569 -6.1070 -7.1158
104 H -2.8717 -5.5490 -6.1627
105 H 0.4901 -4.4542 -4.5480
106 H -0.1525 -4.4006 -6.1786
107 H -2.3976 -3.6394 -5.2720
108 H -1.1689 -2.3653 -4.8601
109 H -2.6234 -3.0820 -2.9111
110 H -0.8906 -3.5511 -2.7509
111 H -2.5993 -6.3786 -1.3103
112 H -1.1911 -5.3178 -1.1766
113 H -2.9052 -4.7197 -0.9960
114 H -4.4804 -4.8985 -2.9386
115 H -3.8553 -4.9462 -4.5080
116 H -4.0340 -6.5476 -3.5014
117 H 0.6618 -6.3619 -6.2910
118 H 0.0528 -7.8248 -5.4924
119 H 1.0323 -6.6793 -4.5725
120 H -1.1825 -7.8981 -3.3458
121 C 4.1023 -5.2802 1.4677
122 C 4.0442 -6.0398 0.1201
123 C 2.4885 -6.0265 -0.2204
124 C 2.3195 -6.3535 -1.7026
125 C 3.0659 -5.3411 -2.5423
126 C 4.6083 -5.3626 -2.2571
127 N 4.7116 -5.1456 -0.8413
128 O 6.1050 -5.1192 -0.4785
129 C 5.2538 -6.5825 -2.9127
130 C 5.1925 -4.1439 -3.0122
131 C 4.6685 -7.3642 0.1642
132 H 5.0530 -5.2544 1.9810
133 H 3.3652 -5.7265 2.0879
134 H 3.8203 -4.2404 1.3236
135 H 2.0012 -6.7605 0.4307
136 H 2.0854 -5.0389 -0.0955
137 H 1.2779 -6.4070 -1.9156
138 H 2.6316 -7.3834 -1.9344
139 H 2.7873 -4.3460 -2.2142
140 H 2.8000 -5.4419 -3.6052
141 H 4.8854 -7.5356 -2.4024
142 H 5.0472 -6.6415 -3.9818
143 H 6.3111 -6.4544 -2.7628
144 H 4.8479 -3.1323 -2.7012
145 H 6.2500 -4.2307 -2.8733
146 H 5.0360 -4.1738 -4.0711
147 H 4.1056 -8.0129 -0.5800
148 H 4.5584 -7.9310 1.1137
149 H 5.7509 -7.2916 -0.1506
150 H 6.3417 -4.2047 -0.5126
151 C 6.4863 -1.2876 2.6484
152 C 6.5426 -0.6180 1.2724
153 C 6.5395 0.8760 1.4038
154 C 6.9510 1.6527 0.1767
155 C 8.2766 1.1005 -0.3602
156 C 8.1831 -0.3667 -0.7016
157 N 7.7754 -1.0748 0.5618
158 O 7.6151 -2.5150 0.3028
159 C 7.2541 -0.6683 -1.9720
160 C 9.5116 -1.0172 -1.0942
161 C 5.2776 -0.9092 0.5087
162 H 7.4423 -1.1810 3.1724
163 H 6.2554 -2.3230 2.6272
164 H 5.7778 -0.7227 3.2076
165 H 5.5482 1.1535 1.7609
166 H 7.3115 1.0020 2.1966
167 H 7.0601 2.7505 0.2901
168 H 6.2213 1.5695 -0.6290
169 H 9.0190 1.2909 0.3678
170 H 8.5671 1.6269 -1.2601
171 H 6.8233 -1.7098 -1.8457
172 H 6.4468 0.0826 -1.9605
173 H 7.7444 -0.6608 -2.9901
174 H 9.4983 -2.0750 -1.2075
175 H 9.8314 -0.4153 -1.9461
176 H 10.1892 -0.7239 -0.3590
177 H 5.2475 -0.2981 -0.4033
178 H 4.4160 -0.7614 1.1799
179 H 5.1949 -1.9784 0.1805
180 H 8.3207 -2.9262 0.8321
181 C 1.6290 -1.8902 -6.5831
182 C 2.6851 -1.4609 -5.5611
183 C 4.1351 -1.7494 -6.1075
184 C 5.2348 -1.2473 -5.2465
185 C 5.0172 0.2534 -5.1561
186 C 3.7435 0.6572 -4.4694
187 N 2.5663 0.0546 -5.3228
188 O 1.3681 0.1611 -4.4964
189 C 3.6855 0.2116 -2.9823
190 C 3.4493 2.1650 -4.4672
191 C 2.4324 -2.2365 -4.3019
192 H 0.5958 -1.6758 -6.3449
193 H 1.6638 -2.9329 -6.7888
194 H 1.9186 -1.4948 -7.5434
195 H 4.2139 -2.8000 -6.2848
196 H 4.2332 -1.1658 -7.0167
197 H 6.1829 -1.4261 -5.6625
198 H 5.2323 -1.7097 -4.2606
199 H 5.0660 0.6783 -6.1029
200 H 5.8786 0.6219 -4.6012
201 H 4.0468 -0.8053 -2.7532
202 H 4.3798 0.8638 -2.4656
203 H 2.6578 0.3504 -2.6635
204 H 2.4673 2.3832 -4.0201
205 H 4.2195 2.7570 -3.9331
206 H 3.3552 2.5454 -5.5130
207 H 1.4002 -2.1303 -3.9336
208 H 3.1421 -1.9049 -3.5802
209 H 2.6952 -3.2775 -4.5010
210 H 0.7833 0.7372 -5.0349
211 N -1.8546 1.2229 -5.3206
212 C -1.2694 0.9089 -6.4858
213 C -0.3253 1.9324 -6.7613
214 C -0.4261 2.8774 -5.7093
215 C -1.3475 2.4508 -4.8191
216 H -2.3972 0.5742 -4.7604
217 H -1.3290 -0.0336 -6.9985
218 H 0.2786 2.0025 -7.6427
219 H 0.0898 3.8491 -5.6995
220 H -1.6345 2.8646 -3.8616
221 O -1.4077 -0.5285 1.9059
222 P -0.2582 -0.3831 0.9595
223 N 0.9742 0.6894 1.4204
224 C 0.4509 2.0318 1.6297
225 C 1.9101 0.4209 2.5531
226 N -0.8208 0.2108 -0.5516
227 C -2.0384 0.9860 -0.7167
228 C -0.0262 0.2438 -1.7298
229 N 0.6700 -1.7106 0.6701
230 C 2.0294 -1.7223 -0.0084
231 C -0.0690 -3.0033 0.5702
232 H -0.1397 2.1939 2.5291
233 H -0.1196 2.3985 0.8108
234 H 1.3188 2.7359 1.6139
235 H 1.4350 0.6572 3.4948
236 H 2.8269 1.0242 2.3929
237 H 2.2042 -0.6110 2.5620
238 H -1.7418 2.0460 -0.8449
239 H -2.6077 0.6795 -1.5864
240 H -2.6536 0.8751 0.1266
241 H 0.8055 -0.4509 -1.7670
242 H -0.6644 -0.0752 -2.6068
243 H 0.3915 1.2861 -1.9655
244 H 2.5948 -2.3174 0.6880
245 H 2.0123 -2.2848 -0.9409
246 H 2.3865 -0.7107 -0.1658
247 H -1.0631 -2.8280 0.9245
248 H 0.3550 -3.8474 1.1014
249 H -0.0825 -3.3566 -0.4692
250 O 2.9551 6.7981 -0.1767
251 P 2.7987 5.5904 -1.0580
252 N 3.8522 5.4439 -2.3752
253 C 5.2633 5.5868 -2.1403
254 C 3.3930 5.5625 -3.7534
255 N 1.2079 5.3819 -1.6701
256 C 0.5561 6.6786 -1.9725
257 C 0.4222 4.1362 -1.6900
258 N 3.2485 4.2742 -0.1229
259 C 3.5804 2.9951 -0.7483
260 C 3.4892 4.4330 1.3578
261 H 5.3625 5.3574 -1.0823
262 H 5.5829 6.6424 -2.2176
263 H 5.7444 4.8940 -2.8269
264 H 3.4895 6.5798 -4.1331
265 H 2.3897 5.1608 -3.7031
266 H 3.9803 4.8851 -4.3613
267 H -0.4865 6.6111 -1.7437
268 H 0.9539 7.4028 -1.3061
269 H 0.6910 7.0559 -3.0073
270 H -0.4896 4.3313 -1.1046
271 H 0.2061 3.7667 -2.6822
272 H 0.9710 3.3626 -1.1824
273 H 2.9430 2.7241 -1.5678
274 H 4.5752 2.9909 -1.1328
275 H 3.4724 2.2071 -0.0055
276 H 3.1699 3.5843 1.8982
277 H 2.8958 5.3027 1.5708
278 H 4.5009 4.7186 1.6138
279 O -8.1415 1.2063 4.4608
280 P -7.2460 0.8337 3.3363
281 N -7.5779 1.5035 1.7862
282 C -7.1866 2.9359 1.7813
283 C -8.9760 1.3940 1.3643
284 N -7.3621 -0.8184 2.9935
285 C -7.8756 -1.5814 4.1322
286 C -6.7536 -1.4714 1.8334
287 N -5.6951 1.2211 3.6466
288 C -5.2658 1.3222 5.0588
289 C -4.5998 0.8902 2.8364
290 H -6.1413 3.0205 1.9750
291 H -7.7526 3.4547 2.5521
292 H -7.3951 3.3881 0.7963
293 H -9.6516 1.7215 2.1106
294 H -9.2808 0.3886 1.2071
295 H -9.0271 2.0243 0.4859
296 H -8.9359 -1.8484 3.9775
297 H -7.3790 -2.5304 4.2871
298 H -7.8435 -0.9665 5.0564
299 H -5.8139 -2.0522 2.1065
300 H -7.3958 -2.1316 1.2769
301 H -6.3578 -0.7282 1.1582
302 H -5.0178 0.3654 5.3711
303 H -4.3513 1.9262 5.0535
304 H -6.1272 1.6737 5.6475
305 H -3.9154 1.6904 2.7035
306 H -4.9116 0.6667 1.8208
307 H -4.0172 0.1410 3.3243
308 O -3.2954 -0.8668 -3.8624
309 P -4.6404 -0.6687 -3.2677
310 N -5.0579 -1.7708 -2.0959
311 C -6.3332 -2.4797 -1.9218
312 C -4.2172 -1.8672 -0.9000
313 N -5.7828 -0.8378 -4.4882
314 C -7.0463 -0.1492 -4.5249
315 C -5.1901 -1.1385 -5.8012
316 N -4.9316 0.7659 -2.6084
317 C -4.5289 1.9963 -3.2368
318 C -5.5530 1.0669 -1.2757
319 H -6.1693 -3.5272 -1.5851
320 H -6.8746 -2.5091 -2.8592
321 H -7.0153 -1.9361 -1.2162
322 H -4.1303 -2.9189 -0.5654
323 H -4.6709 -1.2717 -0.0780
324 H -3.2575 -1.5443 -1.1425
325 H -7.1293 0.3358 -5.4552
326 H -7.9993 -0.7140 -4.4374
327 H -7.0622 0.7093 -3.8700
328 H -4.6897 -0.2723 -6.1861
329 H -4.4267 -1.8735 -5.6892
330 H -5.9796 -1.5580 -6.4189
331 H -5.3691 2.6161 -3.4522
332 H -3.7932 2.6230 -2.7553
333 H -4.0384 1.8343 -4.2424
334 H -5.9931 0.2098 -0.8028
335 H -6.2701 1.8110 -1.3712
336 H -4.7438 1.4113 -0.6307

Results
- Molecular weight: 1884.706 g/mol
- HOMO-LUMO gap: 8.75 eV
- SMILES: CN(C)P(=O)(N(C)C)N(C)C.CN(C)P(=O)(N(C)C)N(C)C.CN(C)P(=O)(N(C)C)N(C)C.CN(C)P(=O)(N(C)C)N(C)C.CC1(C)CCCC(C)(C)N1O.CC1(C)CCCC(C)(C)N1O.CC1(C)CCCC(C)(C)N1O.CC1(C)CCCC(C)(C)N1O.CC1(C)CCCC(C)(C)N1O.CC1(C)CCCC(C)(C)N1O.CC1(C)CCCC(C)(C)N1O.c1cc[nH]c1

***

Let's list HOMO level in order: -8.4, -8.6, -11.1, -8.0, -2.4, -8.3 eV.